16 unconnected molecules or ions with the total composition C76H162N9O27 at a distorted geometry. Source: OMol25; level of theory: ωB97M-V with the def2-TZVPD basis set.

Last columns: bonded neighbours and bond lengths (Å).
Geometry (Å):
1 C 3.024 -5.991 -1.528  N2 1.401, H15 1.145, H16 1.101, H17 1.103
2 N 1.639 -6.196 -1.584  C1 1.401, C3 1.339, C7 1.340
3 C 0.848 -5.413 -0.839  N2 1.339, C4 1.381, H18 1.122
4 C -0.501 -5.706 -0.823  C3 1.381, C5 1.386, H19 1.101
5 C -0.938 -6.697 -1.688  C4 1.386, C6 1.394, C8 1.492
6 C -0.086 -7.346 -2.579  C5 1.394, C7 1.331, H20 1.082
7 C 1.219 -7.118 -2.461  N2 1.340, C6 1.331, H21 1.087
8 C -2.412 -6.920 -1.620  C5 1.492, C9 1.368, C13 1.422
9 C -3.163 -6.874 -0.477  C8 1.368, C10 1.392, H22 1.092
10 C -4.552 -6.918 -0.554  C9 1.392, N11 1.331, H23 1.104
11 N -5.172 -6.958 -1.731  C10 1.331, C12 1.354, C14 1.479
12 C -4.450 -6.972 -2.876  N11 1.354, C13 1.365, H24 1.097
13 C -3.087 -7.034 -2.866  C8 1.422, C12 1.365, H25 1.046
14 C -6.649 -6.905 -1.720  N11 1.479, H26 1.086, H27 1.083, H28 1.103
15 H 3.376 -5.493 -2.497  C1 1.145
16 H 3.577 -6.933 -1.392  C1 1.101
17 H 3.312 -5.308 -0.712  C1 1.103
18 H 1.351 -4.581 -0.279  C3 1.122
19 H -1.244 -5.073 -0.314  C4 1.101
20 H -0.517 -8.108 -3.215  C6 1.082
21 H 1.997 -7.706 -2.940  C7 1.087
22 H -2.719 -6.801 0.517  C9 1.092
23 H -5.119 -6.909 0.394  C10 1.104
24 H -5.074 -6.984 -3.779  C12 1.097
25 H -2.585 -6.909 -3.775  C13 1.046
26 H -6.946 -7.282 -0.745  C14 1.086
27 H -7.055 -7.481 -2.541  C14 1.083
28 H -7.022 -5.884 -1.911  C14 1.103
29 C -1.532 1.654 -6.345  C30 1.572, H39 1.066, H40 1.082, H41 1.064
30 C -0.339 0.689 -6.685  C29 1.572, N31 1.464, H42 1.070, H43 1.088
31 N -0.200 -0.452 -5.779  C30 1.464, C32 1.487, C33 1.547, C35 1.536
32 C -0.273 0.007 -4.366  N31 1.487, H44 1.097, H45 1.068, H46 1.095
33 C -1.353 -1.476 -5.899  N31 1.547, C34 1.552, H47 1.106, H48 1.123
34 C -1.674 -1.844 -7.372  C33 1.552, H49 1.130, H50 1.106, H51 1.087
35 C 1.098 -1.236 -6.026  N31 1.536, C36 1.490, H52 1.106, H53 1.098
36 C 2.118 -1.248 -4.940  C35 1.490, O37 1.405, H54 1.116, H55 1.091
37 O 1.672 -2.132 -3.943  C36 1.405, C38 1.453
38 C 2.724 -2.163 -2.942  O37 1.453, H56 1.129, H57 1.110, H58 1.090
39 H -1.941 1.989 -7.271  C29 1.066
40 H -1.132 2.535 -5.860  C29 1.082
41 H -2.320 1.197 -5.795  C29 1.064
42 H 0.607 1.181 -6.596  C30 1.070
43 H -0.314 0.343 -7.716  C30 1.088
44 H -0.103 -0.860 -3.716  C32 1.097
45 H -1.214 0.448 -4.121  C32 1.068
46 H 0.480 0.788 -4.216  C32 1.095
47 H -2.249 -1.040 -5.418  C33 1.106
48 H -1.033 -2.324 -5.234  C33 1.123
49 H -0.731 -2.020 -7.969  C34 1.130
50 H -2.314 -1.138 -7.933  C34 1.106
51 H -2.208 -2.791 -7.397  C34 1.087
52 H 1.592 -0.686 -6.850  C35 1.106
53 H 0.823 -2.263 -6.298  C35 1.098
54 H 2.391 -0.257 -4.504  C36 1.116
55 H 2.987 -1.714 -5.406  C36 1.091
56 H 2.235 -2.542 -1.997  C38 1.129
57 H 3.178 -1.165 -2.768  C38 1.110
58 H 3.436 -2.871 -3.365  C38 1.090
59 C -2.433 5.819 -3.596  C60 1.467, H69 1.097, H70 1.078, H71 1.094
60 C -1.900 4.905 -2.581  C59 1.467, N61 1.565, H72 1.107, H73 1.069
61 N -2.727 4.993 -1.255  C60 1.565, C62 1.467, C63 1.449, C65 1.581
62 C -2.885 6.367 -0.766  N61 1.467, H74 1.067, H75 1.063, H76 1.084
63 C -4.003 4.407 -1.614  N61 1.449, C64 1.581, H77 1.077, H78 1.134
64 C -5.184 4.643 -0.589  C63 1.581, H79 1.093, H80 1.108, H81 1.073
65 C -2.126 4.073 -0.118  N61 1.581, C66 1.502, H82 1.101, H83 1.048
66 C -1.658 4.718 1.155  C65 1.502, O67 1.377, H84 1.111, H85 1.103
67 O -0.737 5.715 0.926  C66 1.377, C68 1.396
68 C 0.370 5.795 1.774  O67 1.396, H86 1.071, H87 1.088, H88 1.193
69 H -2.260 6.878 -3.367  C59 1.097
70 H -3.427 5.704 -3.998  C59 1.078
71 H -1.878 5.597 -4.513  C59 1.094
72 H -0.819 5.113 -2.457  C60 1.107
73 H -1.943 3.864 -2.822  C60 1.069
74 H -1.904 6.700 -0.515  C62 1.067
75 H -3.552 6.315 0.060  C62 1.063
76 H -3.330 7.026 -1.503  C62 1.084
77 H -3.814 3.354 -1.738  C63 1.077
78 H -4.335 4.890 -2.585  C63 1.134
79 H -5.890 3.809 -0.565  C64 1.093
80 H -5.841 5.523 -0.736  C64 1.108
81 H -4.758 4.601 0.394  C64 1.073
82 H -1.195 3.722 -0.590  C65 1.101
83 H -2.864 3.340 0.011  C65 1.048
84 H -1.277 3.827 1.698  C66 1.111
85 H -2.472 5.127 1.777  C66 1.103
86 H 0.136 6.241 2.719  C68 1.071
87 H 1.142 6.357 1.252  C68 1.088
88 H 0.913 4.754 1.981  C68 1.193
89 C -0.198 -0.578 4.211  C90 1.517, H99 1.140, H100 1.067, H101 1.101
90 C -1.078 -1.417 5.118  C89 1.517, N91 1.506, H102 1.102, H103 1.072
91 N -1.821 -0.704 6.217  C90 1.506, C92 1.479, C93 1.530, C95 1.497
92 C -2.644 0.392 5.661  N91 1.479, H104 1.078, H105 1.085, H106 1.124
93 C -2.709 -1.765 6.870  N91 1.530, C94 1.507, H107 1.196, H108 1.104
94 C -4.059 -2.130 6.311  C93 1.507, H109 1.123, H110 1.116, H111 1.133
95 C -0.946 -0.126 7.285  N91 1.497, C96 1.591, H112 1.073, H113 1.118
96 C 0.093 -1.070 8.033  C95 1.591, O97 1.388, H114 1.077, H115 1.126
97 O 0.789 -0.249 8.910  C96 1.388, C98 1.441
98 C 2.024 0.238 8.349  O97 1.441, H116 1.097, H117 1.087, H118 1.057
99 H 0.563 0.049 4.785  C89 1.140
100 H -0.743 -0.007 3.493  C89 1.067
101 H 0.337 -1.303 3.579  C89 1.101
102 H -0.512 -2.294 5.470  C90 1.102
103 H -1.803 -1.810 4.433  C90 1.072
104 H -3.054 0.898 6.519  C92 1.078
105 H -3.455 0.081 5.011  C92 1.085
106 H -2.078 1.133 5.033  C92 1.124
107 H -2.875 -1.529 8.030  C93 1.196
108 H -2.030 -2.635 6.843  C93 1.104
109 H -4.873 -1.549 6.821  C94 1.123
110 H -4.214 -3.211 6.543  C94 1.116
111 H -4.301 -2.074 5.205  C94 1.133
112 H -1.627 0.191 8.052  C95 1.073
113 H -0.415 0.769 6.878  C95 1.118
114 H 0.872 -1.507 7.431  C96 1.077
115 H -0.339 -1.915 8.641  C96 1.126
116 H 1.894 0.926 7.506  C98 1.097
117 H 2.707 -0.574 8.115  C98 1.087
118 H 2.463 0.810 9.122  C98 1.057
119 C 6.045 -8.443 1.077  O120 1.476, H130 1.121, H131 1.138, H132 1.068
120 O 4.586 -8.281 0.920  C119 1.476, C121 1.444
121 C 3.884 -7.664 2.020  O120 1.444, C122 1.536, H133 1.077, H134 1.110
122 C 2.386 -7.662 1.684  C121 1.536, N123 1.442, H135 1.069, H136 1.114
123 N 1.497 -7.359 2.778  C122 1.442, H125 1.004, C126 1.477
124 H -0.255 -7.522 2.415  O249 0.996
125 H 1.600 -8.025 3.522  N123 1.004
126 C 1.811 -6.014 3.301  N123 1.477, C127 1.532, H137 1.122, H138 1.114
127 C 0.882 -5.746 4.490  C126 1.532, O128 1.430, H139 1.101, H140 1.127
128 O 1.333 -6.642 5.508  C127 1.430, C129 1.452
129 C 0.614 -6.520 6.764  O128 1.452, H141 1.093, H142 1.070, H143 1.078
130 H 6.365 -9.066 1.953  C119 1.121
131 H 6.486 -7.403 1.209  C119 1.138
132 H 6.393 -8.951 0.203  C119 1.068
133 H 4.184 -6.663 2.277  C121 1.077
134 H 4.097 -8.284 2.917  C121 1.110
135 H 2.182 -8.644 1.314  C122 1.069
136 H 2.234 -7.000 0.801  C122 1.114
137 H 1.829 -5.256 2.474  C126 1.122
138 H 2.824 -5.952 3.760  C126 1.114
139 H -0.167 -5.924 4.208  C127 1.101
140 H 1.052 -4.692 4.848  C127 1.127
141 H 0.894 -5.641 7.351  C129 1.093
142 H 0.758 -7.381 7.381  C129 1.070
143 H -0.447 -6.415 6.606  C129 1.078
144 C 1.428 1.593 2.399  O145 1.431, H155 1.168, H156 1.121, H157 1.120
145 O 0.533 1.463 1.290  C144 1.431, C146 1.402
146 C 1.175 0.984 0.139  O145 1.402, C147 1.501, H158 1.081, H159 1.068
147 C 0.245 0.167 -0.710  C146 1.501, N148 1.497, H160 1.092, H161 1.102
148 N -0.457 -0.924 0.037  C147 1.497, H149 1.054, H150 1.000, C151 1.509
149 H -0.645 -1.660 -0.695  N148 1.054
150 H 0.124 -1.363 0.722  N148 1.000
151 C -1.735 -0.277 0.511  N148 1.509, C152 1.530, H162 1.078, H163 1.118
152 C -2.554 -1.278 1.330  C151 1.530, O153 1.428, H164 1.084, H165 1.135
153 O -1.729 -2.036 2.217  C152 1.428, C154 1.397
154 C -1.504 -3.317 1.708  O153 1.397, H166 1.098, H167 1.074, H168 1.083
155 H 2.233 2.414 2.188  C144 1.168
156 H 1.992 0.649 2.615  C144 1.121
157 H 0.878 1.893 3.327  C144 1.120
158 H 2.054 0.428 0.436  C146 1.081
159 H 1.590 1.793 -0.421  C146 1.068
160 H 0.866 -0.189 -1.535  C147 1.092
161 H -0.563 0.757 -1.174  C147 1.102
162 H -2.299 -0.017 -0.369  C151 1.078
163 H -1.400 0.610 1.103  C151 1.118
164 H -2.997 -2.026 0.683  C152 1.084
165 H -3.359 -0.718 1.900  C152 1.135
166 H -0.578 -3.750 2.108  C154 1.098
167 H -1.466 -3.183 0.643  C154 1.074
168 H -2.298 -4.010 1.957  C154 1.083
169 C 2.892 2.683 -7.613  O170 1.429, H180 1.108, H181 1.124, H182 1.121
170 O 3.046 1.490 -6.842  C169 1.429, C171 1.452
171 C 4.393 0.949 -6.819  O170 1.452, C172 1.537, H183 1.125, H184 1.094
172 C 5.279 1.576 -5.732  C171 1.537, N173 1.429, H185 1.113, H186 1.106
173 N 4.785 1.458 -4.396  C172 1.429, H175 1.042, C176 1.459
174 H 3.228 2.842 -4.268  O236 0.973
175 H 4.567 0.465 -4.166  N173 1.042
176 C 5.720 1.999 -3.415  N173 1.459, C177 1.529, H187 1.093, H188 1.106
177 C 5.349 1.970 -1.932  C176 1.529, O178 1.421, H189 1.144, H190 1.110
178 O 5.311 0.631 -1.456  C177 1.421, C179 1.472
179 C 5.398 0.646 0.013  O178 1.472, H191 1.091, H192 1.043, H193 1.072
180 H 1.989 3.186 -7.215  C169 1.108
181 H 2.746 2.359 -8.680  C169 1.124
182 H 3.845 3.269 -7.538  C169 1.121
183 H 4.928 1.023 -7.806  C171 1.125
184 H 4.276 -0.110 -6.570  C171 1.094
185 H 5.339 2.664 -5.959  C172 1.113
186 H 6.238 1.031 -5.815  C172 1.106
187 H 5.949 3.041 -3.650  C176 1.093
188 H 6.661 1.432 -3.537  C176 1.106
189 H 4.366 2.545 -1.825  C177 1.144
190 H 6.126 2.555 -1.399  C177 1.110
191 H 4.541 1.126 0.489  C179 1.091
192 H 6.266 1.118 0.349  C179 1.043
193 H 5.301 -0.372 0.335  C179 1.072
194 C 0.959 10.598 2.393  O195 1.437, H205 1.081, H206 1.138, H207 1.135
195 O 0.595 9.447 1.612  C194 1.437, C196 1.438
196 C -0.803 9.142 1.464  O195 1.438, C197 1.525, H208 1.076, H209 1.131
197 C -1.561 10.212 0.684  C196 1.525, N198 1.410, H210 1.074, H211 1.056
198 N -0.973 10.661 -0.517  C197 1.410, H200 0.984, C201 1.479
199 H 7.679 5.151 4.780  O242 1.000
200 H -0.383 11.440 -0.405  N198 0.984
201 C -0.323 9.643 -1.371  N198 1.479, C202 1.487, H212 1.082, H213 1.109
202 C 0.169 10.239 -2.642  C201 1.487, O203 1.375, H214 1.107, H215 1.122
203 O 0.834 11.403 -2.337  C202 1.375, C204 1.413
204 C 1.169 12.016 -3.565  O203 1.413, H216 1.188, H217 1.072, H218 1.089
205 H 1.997 10.389 2.610  C194 1.081
206 H 0.359 10.694 3.355  C194 1.138
207 H 0.782 11.576 1.846  C194 1.135
208 H -1.242 9.065 2.443  C196 1.076
209 H -0.839 8.143 0.935  C196 1.131
210 H -1.620 11.053 1.350  C197 1.074
211 H -2.555 9.881 0.559  C197 1.056
212 H -1.128 8.939 -1.541  C201 1.082
213 H 0.522 9.183 -0.821  C201 1.109
214 H -0.662 10.439 -3.345  C202 1.107
215 H 0.811 9.443 -3.104  C202 1.122
216 H 1.735 11.256 -4.281  C204 1.188
217 H 1.756 12.899 -3.403  C204 1.072
218 H 0.305 12.187 -4.205  C204 1.089
219 C -5.099 -3.508 2.553  C220 1.555, H223 1.075, H224 1.110, H225 1.137
220 C -4.758 -4.677 1.586  C219 1.555, O221 1.267, O222 1.266
221 O -4.519 -5.796 2.130  C220 1.267
222 O -4.675 -4.486 0.338  C220 1.266
223 H -5.544 -2.675 2.040  C219 1.075
224 H -4.116 -3.110 2.881  C219 1.110
225 H -5.625 -3.879 3.491  C219 1.137
226 C -0.716 4.479 6.252  C227 1.520, H230 1.099, H231 1.081, H232 1.082
227 C -0.650 3.243 5.370  C226 1.520, O228 1.262, O229 1.276
228 O -1.658 3.217 4.611  C227 1.262
229 O 0.296 2.389 5.445  C227 1.276
230 H -1.541 5.163 6.012  C226 1.099
231 H 0.184 5.077 6.217  C226 1.081
232 H -0.810 4.216 7.298  C226 1.082
233 C 1.412 5.327 -5.086  C234 1.513, H237 1.082, H238 1.083, H239 1.049
234 C 1.572 3.910 -4.579  C233 1.513, O235 1.191, O236 1.345
235 O 0.794 3.008 -4.589  C234 1.191
236 O 2.871 3.747 -4.273  H174 0.973, C234 1.345
237 H 1.873 5.975 -4.352  C233 1.082
238 H 0.424 5.743 -5.241  C233 1.083
239 H 1.962 5.475 -5.967  C233 1.049
240 C 5.159 3.103 5.041  C241 1.522, H244 1.101, H245 1.093, H246 1.119
241 C 6.132 4.143 4.504  C240 1.522, O242 1.367, O243 1.182
242 O 7.188 4.462 5.311  H199 1.000, C241 1.367
243 O 5.876 4.704 3.496  C241 1.182
244 H 5.804 2.250 5.303  C240 1.101
245 H 4.504 2.637 4.300  C240 1.093
246 H 4.761 3.446 6.029  C240 1.119
247 C -3.224 -8.781 2.165  C248 1.456, H251 1.117, H252 1.136, H253 1.162
248 C -1.785 -8.666 1.978  C247 1.456, O249 1.309, O250 1.190
249 O -1.245 -7.593 2.499  H124 0.996, C248 1.309
250 O -1.150 -9.471 1.374  C248 1.190
251 H -3.560 -9.429 1.320  C247 1.117
252 H -3.792 -7.798 2.212  C247 1.136
253 H -3.417 -9.482 3.072  C247 1.162
254 C -2.770 -2.656 -2.307  C255 1.559, H258 1.066, H259 1.077, H260 1.148
255 C -1.353 -3.192 -2.675  C254 1.559, O256 1.261, O257 1.234
256 O -0.411 -2.784 -1.942  C255 1.261
257 O -1.247 -4.031 -3.573  C255 1.234
258 H -3.528 -3.069 -2.933  C254 1.066
259 H -2.915 -1.591 -2.235  C254 1.077
260 H -3.049 -3.039 -1.261  C254 1.148
261 C 4.124 -2.315 1.896  C262 1.577, H265 1.093, H266 1.126, H267 1.112
262 C 2.632 -2.676 1.533  C261 1.577, O263 1.251, O264 1.283
263 O 2.430 -3.783 0.987  C262 1.251
264 O 1.713 -1.788 1.643  C262 1.283
265 H 4.187 -1.337 2.381  C261 1.093
266 H 4.513 -2.246 0.842  C261 1.126
267 H 4.631 -3.219 2.298  C261 1.112
268 C -4.744 1.153 -2.152  C269 1.556, H272 1.094, H273 1.092, H274 1.158
269 C -3.413 1.291 -2.945  C268 1.556, O270 1.264, O271 1.252
270 O -3.579 0.748 -4.073  C269 1.264
271 O -2.462 1.952 -2.468  C269 1.252
272 H -4.499 1.036 -1.092  C268 1.094
273 H -5.278 0.276 -2.523  C268 1.092
274 H -5.418 2.052 -2.433  C268 1.158

Values from the calculation:
HOMO   -0.3339 Eh
Charge   +1
Kohn-Sham gap   0.2321 Ha